{
  "formula": "C3H4N2",
  "method": "ωB97M-V with the def2-TZVPD basis set",
  "elements": ["C", "C", "C", "N", "N", "H", "H", "H", "H"],
  "positions_angstrom": [[-0.00208, -1.10679, -0.03512], [-1.27079, -0.28729, 0.06549], [0.81884, 0.98748, 0.00113], [0.99872, -0.34910, -0.01532], [-1.29817, 0.99803, -0.08771], [0.26582, -2.09241, -0.07801], [-2.21979, -0.80440, 0.07646], [0.64173, 1.35960, 0.96573], [1.24272, 1.50005, -0.78214]],
  "nbo_charge": [0.053, -0.084, -0.062, -0.361, -0.380, 0.208, 0.192, 0.225, 0.209],
  "total_energy_ev": -6152.5595,
  "e_lumo_ev": [0.32, 0.32],
  "orbital_gap_ha": [0.3464, 0.3464],
  "de_lowest_kcal_mol": 77.1
}